C26H54O2P4Tc | ωB97M-V/def2-TZVPD

Geometry (Å):
P1 -3.677 0.911 -2.146
C1 -4.256 0.136 -0.570
H1 -5.302 0.400 -0.379
H2 -3.620 0.521 0.241
H3 -4.130 -0.955 -0.602
C2 -5.087 1.937 -2.680
H4 -5.121 2.030 -3.774
H5 -4.938 2.957 -2.285
H6 -5.986 1.456 -2.263
C3 -3.783 -0.618 -3.181
H7 -4.789 -0.702 -3.610
H8 -3.544 -1.502 -2.572
H9 -3.038 -0.543 -3.985
P2 2.449 -3.699 -0.628
C4 1.978 -4.569 0.901
H10 2.357 -5.602 0.843
H11 0.885 -4.538 0.996
H12 2.372 -4.011 1.762
C5 2.029 -4.954 -1.896
H13 2.311 -4.562 -2.886
H14 0.934 -5.070 -1.906
H15 2.561 -5.887 -1.628
C6 4.277 -3.810 -0.596
H16 4.549 -4.881 -0.623
H17 4.638 -3.287 0.303
H18 4.684 -3.260 -1.457
P3 1.156 4.090 0.806
C7 1.100 3.545 2.571
H19 1.835 4.114 3.165
H20 1.340 2.472 2.628
H21 0.080 3.696 2.956
C8 2.992 4.218 0.637
H22 3.330 4.892 1.442
H23 3.254 4.621 -0.353
H24 3.467 3.230 0.749
C9 0.619 5.832 0.903
H25 1.444 6.480 1.221
H26 -0.238 5.896 1.586
H27 0.280 6.107 -0.105
Tc1 1.068 -0.442 -1.313
C10 -0.496 -1.661 -0.959
O1 -1.397 -2.362 -0.746
C11 1.722 -0.126 0.537
O2 2.117 0.027 1.624
C12 2.810 0.375 -2.095
C13 1.816 1.364 -1.968
C14 0.531 1.148 -2.505
C15 0.278 -0.041 -3.204
C16 1.251 -1.027 -3.301
C17 2.516 -0.830 -2.746
H28 3.776 0.490 -1.586
H29 2.032 2.292 -1.436
H30 -0.236 1.912 -2.406
H31 -0.706 -0.195 -3.610
H32 1.025 -2.001 -3.718
H33 3.237 -1.646 -2.713
C18 -2.887 2.832 2.140
C19 -2.770 2.230 3.547
C20 -4.037 2.484 4.358
P4 -2.211 0.440 3.369
C21 -0.681 0.362 4.428
C22 -0.837 0.889 5.859
C23 -0.072 -1.049 4.389
C24 -3.429 -0.760 4.133
C25 -3.858 -0.512 5.574
C26 -4.649 -0.939 3.215
H34 -3.725 2.386 1.585
H35 -1.971 2.687 1.554
H36 -3.075 3.910 2.219
H37 -1.927 2.716 4.068
H38 -4.911 1.970 3.934
H39 -3.934 2.209 5.415
H40 -4.252 3.562 4.331
H41 0.002 1.037 3.882
H42 -1.083 0.087 6.563
H43 0.131 1.309 6.174
H44 -1.579 1.697 5.951
H45 0.223 -1.316 3.362
H46 0.827 -1.076 5.014
H47 -0.772 -1.809 4.758
H48 -2.856 -1.702 4.111
H49 -4.582 0.301 5.654
H50 -4.349 -1.424 5.936
H51 -3.018 -0.307 6.251
H52 -4.345 -1.209 2.190
H53 -5.269 -1.753 3.605
H54 -5.269 -0.038 3.165

The expectation value of S² is 3.755. As for the spin multiplicity: 4. For the maximum force, the calculation gives 0.1560 hartree/bohr. As for the charge: +4. The calculation puts the energy relative to the best compared isomer or geometry (same formula, charge and spin) at 48.9 kcal/mol. The HOMO energy (spin up / spin down) is -18.029 / -18.020 eV.

=====

C54H66N3O3PReSSe | ωB97M-V/def2-TZVPD

Geometry (Å):
Re1 -0.481 0.010 -0.338
C1 5.415 5.128 0.741
C2 5.261 4.393 -0.600
C3 6.297 3.262 -0.705
C4 5.527 5.377 -1.743
C5 3.878 3.776 -0.665
C6 3.549 2.719 0.186
C7 2.327 2.098 0.088
Se1 1.997 0.515 1.148
C8 0.970 1.153 2.650
C9 1.595 1.283 3.868
C10 0.851 1.595 5.006
C11 -0.514 1.821 4.830
C12 -1.180 1.705 3.624
C13 -0.429 1.299 2.478
O1 -0.985 0.945 1.364
C14 -2.698 1.790 3.566
C15 -3.174 2.639 2.382
C16 -3.318 2.401 4.829
C17 -3.186 0.337 3.437
C18 1.533 1.676 6.359
C19 2.364 0.404 6.588
C20 0.537 1.799 7.515
C21 2.456 2.905 6.357
C22 1.370 2.455 -0.897
O2 0.348 1.689 -1.126
C23 1.652 3.617 -1.682
C24 2.896 4.206 -1.556
C25 0.640 4.152 -2.682
C26 0.538 3.149 -3.838
C27 1.039 5.504 -3.281
C28 -0.727 4.334 -2.008
H1 6.401 5.579 0.796
H2 4.669 5.914 0.832
H3 5.301 4.452 1.586
H4 7.295 3.682 -0.792
H5 6.281 2.613 0.166
H6 6.099 2.662 -1.591
H7 6.566 5.696 -1.696
H8 5.365 4.903 -2.710
H9 4.900 6.262 -1.662
H10 4.253 2.371 0.928
H11 2.663 1.120 3.920
H12 -1.088 2.090 5.697
H13 -2.849 3.668 2.515
H14 -2.790 2.279 1.432
H15 -4.260 2.629 2.341
H16 -2.918 3.395 5.017
H17 -4.391 2.503 4.685
H18 -3.168 1.778 5.707
H19 -2.792 -0.122 2.533
H20 -2.852 -0.243 4.297
H21 -4.271 0.295 3.402
H22 1.726 -0.475 6.519
H23 3.173 0.308 5.869
H24 2.799 0.424 7.583
H25 -0.160 0.963 7.518
H26 1.075 1.783 8.459
H27 -0.012 2.735 7.469
H28 3.196 2.842 5.563
H29 1.876 3.813 6.215
H30 2.975 2.977 7.309
H31 3.120 5.037 -2.202
H32 1.520 2.972 -4.272
H33 0.141 2.199 -3.495
H34 -0.112 3.541 -4.615
H35 1.940 5.430 -3.883
H36 0.238 5.838 -3.937
H37 1.180 6.263 -2.517
H38 -1.115 3.393 -1.623
H39 -0.648 5.035 -1.180
H40 -1.432 4.733 -2.732
N1 -2.448 -3.654 0.428
C29 -3.597 -2.897 0.511
C30 -4.934 -3.225 0.686
C31 -5.847 -2.192 0.648
C32 -5.455 -0.866 0.434
C33 -4.129 -0.525 0.287
C34 -3.194 -1.557 0.335
N2 -1.832 -1.537 0.170
C35 -1.422 -2.800 0.205
C36 -0.036 -3.033 -0.086
C37 0.769 -4.122 0.083
S1 2.372 -3.766 -0.394
C38 1.880 -2.187 -0.812
N3 0.616 -1.932 -0.602
H41 -2.389 -4.658 0.477
H42 -5.243 -4.245 0.838
H43 -6.894 -2.409 0.787
H44 -6.214 -0.102 0.381
H45 -3.803 0.495 0.144
H46 0.511 -5.075 0.493
H47 2.579 -1.481 -1.217
C39 2.159 -2.508 3.927
C40 0.873 -2.100 3.277
C41 -0.377 -2.305 4.073
O3 0.841 -1.652 2.145
H48 2.109 -2.447 5.011
H49 2.973 -1.894 3.545
H50 2.382 -3.545 3.667
H51 -0.479 -3.353 4.349
H52 -1.245 -1.983 3.501
H53 -0.321 -1.737 4.999
C42 -2.551 0.794 -3.102
P1 -1.221 -0.368 -2.647
C43 0.061 -0.268 -3.932
C44 -0.253 -0.432 -5.278
C45 0.764 -0.505 -6.214
C46 2.090 -0.425 -5.817
C47 2.402 -0.221 -4.483
C48 1.391 -0.133 -3.545
C49 -1.933 -2.012 -2.986
C50 -1.077 -3.050 -3.355
C51 -1.580 -4.305 -3.645
C52 -2.945 -4.540 -3.579
C53 -3.796 -3.521 -3.187
C54 -3.297 -2.269 -2.874
H54 -2.893 0.600 -4.117
H55 -2.193 1.820 -3.034
H56 -3.381 0.673 -2.407
H57 -1.283 -0.513 -5.596
H58 0.527 -0.642 -7.258
H59 2.879 -0.520 -6.545
H60 3.430 -0.142 -4.167
H61 1.618 0.072 -2.506
H62 -0.017 -2.859 -3.455
H63 -0.911 -5.096 -3.944
H64 -3.342 -5.503 -3.860
H65 -4.860 -3.692 -3.139
H66 -3.986 -1.495 -2.569

The expectation value of S² is 0.779. As for the spin multiplicity: 2. For the maximum force, the calculation gives 0.0834 hartree/bohr. As for the charge: +2. The HOMO energy (spin up / spin down) is -12.179 / -12.031 eV.

=====

C9H19FeN4O8P2 | ωB97M-V/def2-TZVPD

Geometry (Å):
Fe1 0.736 -0.494 -0.638
O1 2.906 -0.679 -0.399
C1 3.444 -0.362 0.887
C2 2.347 -0.382 1.922
C3 2.655 -0.402 3.274
C4 1.623 -0.334 4.191
C5 0.315 -0.250 3.733
C6 0.093 -0.251 2.371
N1 1.092 -0.319 1.484
H1 3.548 -0.449 -1.078
H2 3.886 0.638 0.865
H3 4.220 -1.082 1.154
H4 3.686 -0.463 3.595
H5 1.834 -0.346 5.252
H6 -0.519 -0.189 4.418
H7 -0.904 -0.191 1.953
N2 -2.140 2.850 -2.676
C7 -1.516 2.127 -1.501
C8 -1.679 3.003 -0.259
P1 -2.369 0.519 -1.249
O2 -2.448 0.064 -2.808
O3 -3.716 0.702 -0.687
O4 -1.355 -0.328 -0.499
P2 0.281 1.995 -1.916
O5 0.425 0.554 -2.697
O6 0.534 3.114 -2.850
O7 0.999 1.668 -0.639
H8 -2.924 3.430 -2.378
H9 -2.475 2.170 -3.364
H10 -1.380 3.422 -3.091
H11 -2.733 3.086 0.008
H12 -1.250 3.995 -0.422
H13 -1.145 2.548 0.572
H14 -3.212 -0.506 -2.970
H15 0.610 0.633 -3.642
N3 -1.341 -2.990 0.312
C9 -0.133 -3.350 -0.140
N4 0.240 -4.640 -0.041
O8 0.669 -2.524 -0.639
H16 -2.005 -3.677 0.620
H17 -1.662 -2.053 0.076
H18 -0.375 -5.359 0.292
H19 1.143 -4.895 -0.396

The expectation value of S² is 6.007. As for the spin multiplicity: 5. For the maximum force, the calculation gives 0.0123 hartree/bohr. As for the charge: +1. The calculation puts the energy relative to the best compared isomer or geometry (same formula, charge and spin) at 8.1 kcal/mol. The HOMO energy (spin up / spin down) is -12.528 / -11.529 eV.

=====

Question: Which of these has the lowest expectation value of S²?
Answer: C54H66N3O3PReSSe